Record 1
The following is a quantum chemistry calculation of C4H6FNO in the gas phase, from the OMol25 dataset.

Geometry (Å):
1 H -1.24 -0.59 1.71
2 N 0.35 0.42 -0.24
3 C -1.03 -0.81 0.62
4 H 2.24 0.61 -0.26
5 C -1.07 0.37 -0.23
6 H 0.80 -1.64 -0.50
7 O 1.39 2.37 -0.85
8 H -1.52 -1.65 0.18
9 H -1.55 1.23 0.15
10 F -1.56 0.12 -1.41
11 C 1.37 1.21 -0.56
12 C 0.54 -0.91 0.30
13 H 1.28 -0.73 1.09

Calculated values
- SMILES = O=CN1CC[C@@H]1F
- total charge = 0
- energy above the lowest of the compared OMol25 structures with the same formula, charge and spin (kJ/mol) = 131.56
- F_max (eV/Å) = 4.0



Record 2
The following is a quantum chemistry calculation of C4H6FNO4 in the gas phase, from the OMol25 dataset.

Geometry (Å):
1 H -0.02 -2.66 -1.18
2 O -1.11 -0.41 1.83
3 N -0.15 -1.45 -1.50
4 O 1.89 1.55 0.49
5 H -0.51 0.42 1.83
6 C 0.02 0.75 -0.72
7 F 0.66 0.97 -1.85
8 C 0.77 1.54 0.42
9 O -0.99 -2.45 0.86
10 C -0.71 -1.22 0.80
11 H 1.43 -0.69 0.11
12 H -1.11 2.42 0.92
13 C 0.18 -0.69 -0.31
14 H -1.04 0.99 -0.69
15 H 0.70 -1.34 -2.25
16 O 0.00 2.28 1.24

Calculated values
- SMILES = N[C@H](C(=O)O)[C@H](F)C(=O)O
- total charge = 0
- energy above the lowest of the compared OMol25 structures with the same formula, charge and spin (kJ/mol) = 89.02
- F_max (eV/Å) = 7.2



Record 3
The following is a quantum chemistry calculation of C4H6FNOS in the gas phase, from the OMol25 dataset.

Geometry (Å):
1 S -1.96 -0.37 0.51
2 H -0.74 2.20 -1.05
3 H 0.89 -2.81 -0.89
4 H -0.93 -2.16 -1.37
5 C 0.91 1.89 0.31
6 H -1.26 -0.63 1.70
7 C -0.08 1.46 -0.36
8 C 0.01 -2.17 -0.63
9 N -0.50 0.19 -0.34
10 C 0.57 -0.78 -0.54
11 F 1.59 0.94 1.07
12 H 1.41 2.90 0.35
13 O 1.64 -0.44 -0.91
14 H -0.39 -2.41 0.38

Calculated values
- SMILES = CC(=O)N(S)/C=C\F
- total charge = 0
- energy above the lowest of the compared OMol25 structures with the same formula, charge and spin (kJ/mol) = 272.61
- F_max (eV/Å) = 7.0



Record 4
The following is a quantum chemistry calculation of C4H6FNS in the gas phase, from the OMol25 dataset.

Geometry (Å):
1 C 0.42 0.93 0.56
2 F 2.00 -0.11 -0.79
3 H -0.08 1.60 1.28
4 H -2.25 1.58 -1.10
5 H -0.81 -0.77 0.98
6 H 1.41 1.16 0.33
7 H 1.99 -1.35 0.77
8 S -2.94 -0.56 -0.17
9 C 1.35 -1.11 -0.14
10 C 0.08 -0.46 0.39
11 H 1.09 -2.01 -0.82
12 N -0.46 0.49 -0.69
13 C -1.81 0.59 -0.62

Calculated values
- SMILES = FC[C@H]1CN1C=S
- total charge = 0
- energy above the lowest of the compared OMol25 structures with the same formula, charge and spin (kJ/mol) = 310.81
- F_max (eV/Å) = 3.5



Record 5
The following is a quantum chemistry calculation of 2 unconnected molecules or ions with the total composition C4H6FOS, from the OMol25 dataset.

Geometry (Å):
1 H -0.85 0.75 1.97
2 F -0.42 1.61 -0.21
3 H -1.45 -0.15 -1.57
4 C -0.22 0.28 0.08
5 H 1.04 0.43 1.94
6 H -0.11 -0.97 1.94
7 C -0.03 0.07 1.57
8 C -1.44 -0.39 -0.51
9 S 3.40 -0.16 -0.57
10 H -2.29 -0.09 0.08
11 O 1.64 0.04 -2.62
12 C 2.06 0.03 -1.50
13 H -1.34 -1.45 -0.59

Calculated values
- total charge = -1
- energy above the lowest of the compared OMol25 structures with the same formula, charge and spin (kJ/mol) = 166.09
- F_max (eV/Å) = 2.6



Record 6
The following is a quantum chemistry calculation of 2 unconnected molecules or ions with the total composition C4H6FP, from the OMol25 dataset.

Geometry (Å):
1 H 1.24 1.35 1.40
2 P -1.95 -3.42 0.66
3 C 0.25 0.95 -0.35
4 H 2.21 1.84 0.00
5 H -1.17 -3.95 -0.30
6 F -1.57 -0.61 -1.61
7 H -0.23 1.14 -1.33
8 C 1.19 1.83 0.34
9 C -1.09 -1.03 -0.46
10 C -0.19 -0.28 0.21
11 H 0.45 -0.66 1.09
12 H 0.86 2.84 0.36

Calculated values
- total charge = 0
- energy above the lowest of the compared OMol25 structures with the same formula, charge and spin (kJ/mol) = 480.86
- F_max (eV/Å) = 5.8



Record 7
The following is a quantum chemistry calculation of 2 unconnected molecules or ions with the total composition C4H6FP, from the OMol25 dataset.

Geometry (Å):
1 H 0.62 0.23 -2.19
2 F 1.30 -0.14 1.09
3 C 0.89 0.77 -1.29
4 C 0.54 0.18 0.03
5 H -0.32 2.38 -0.07
6 P 0.23 -3.15 2.28
7 C -0.94 0.10 -0.15
8 C -0.18 1.38 -0.42
9 H -1.34 -0.46 -0.99
10 H -1.07 -2.65 2.35
11 H 1.83 1.30 -1.36
12 H -1.55 0.06 0.74

Calculated values
- total charge = 0
- energy above the lowest of the compared OMol25 structures with the same formula, charge and spin (kJ/mol) = 357.37
- F_max (eV/Å) = 0.9



Record 8
The following is a quantum chemistry calculation of a molecular structure, C4H6FeO2, from the OMol25 dataset.

Geometry (Å):
1 C 0.78 0.25 -0.56
2 H -0.89 1.14 -1.54
3 C 0.15 1.32 -1.24
4 H 1.33 0.20 1.58
5 C -0.33 -1.33 1.04
6 H -0.33 1.44 0.36
7 O -1.39 -1.43 1.64
8 H 1.66 1.70 -2.43
9 C 0.56 0.37 0.82
10 H 0.05 -1.03 -0.57
11 O 0.80 2.06 -2.19
12 Fe -2.87 -2.63 1.86
13 H 0.48 -2.07 1.22

Calculated values
- expectation value of S² = 8.91
- total charge = +1
- energy above the lowest of the compared OMol25 structures with the same formula, charge and spin (kJ/mol) = 728.15
- multiplicity = 6
- F_max (eV/Å) = 5.6



Record 9
The following is a quantum chemistry calculation of a molecular structure, C4H6GdLiO2, from the OMol25 dataset.

Geometry (Å):
1 Li -3.03 -2.61 0.17
2 O 1.66 -1.09 0.64
3 C 2.52 0.09 0.42
4 H 2.03 -1.73 1.26
5 Gd -0.10 -0.51 -0.65
6 H 3.47 -0.27 -0.01
7 H -4.96 1.52 -0.40
8 O -2.40 -0.92 -0.35
9 H 2.28 1.19 -1.45
10 H 2.72 0.53 1.41
11 C -4.13 0.86 -0.19
12 C -3.33 -0.04 -0.34
13 H 1.53 1.97 -0.03
14 C 1.74 1.01 -0.50

Calculated values
- expectation value of S² = 16.20
- total charge = +2
- energy above the lowest of the compared OMol25 structures with the same formula, charge and spin (kJ/mol) = 0.00
- multiplicity = 8
- F_max (eV/Å) = 2.7



Record 10
The following is a quantum chemistry calculation of a molecular structure, C4H6I2O, from the OMol25 dataset.

Geometry (Å):
1 C 0.86 -1.52 -0.60
2 I 2.75 -1.35 0.28
3 C 0.38 0.70 -1.80
4 C -0.40 -1.29 0.08
5 O -1.44 -1.61 -0.47
6 H 0.50 -0.08 1.64
7 H 1.37 1.09 -1.69
8 H 0.11 0.26 -2.73
9 H -0.39 1.11 -1.17
10 H -1.28 -0.14 1.63
11 I 0.71 -2.81 -2.26
12 H -0.35 -1.53 2.18
13 C -0.37 -0.70 1.47

Calculated values
- total charge = 0
- energy above the lowest of the compared OMol25 structures with the same formula, charge and spin (kJ/mol) = 240.19
- F_max (eV/Å) = 1.8



Record 11
The following is a quantum chemistry calculation of C4H6IN in the gas phase, from the OMol25 dataset.

Geometry (Å):
1 H 0.47 1.44 1.35
2 H 0.18 2.38 -0.19
3 C 0.09 -0.57 -0.73
4 H -0.23 -1.10 1.46
5 H -1.14 -2.08 0.24
6 C 0.33 1.43 0.28
7 I 2.96 -0.08 0.12
8 C -0.64 -1.14 0.46
9 C -1.18 0.05 -0.21
10 H -2.11 0.35 -0.61
11 N 1.05 0.47 -0.54
12 H 0.22 -1.16 -1.63

Calculated values
- total charge = 0
- energy above the lowest of the compared OMol25 structures with the same formula, charge and spin (kJ/mol) = 353.68
- F_max (eV/Å) = 4.4



Record 12
The following is a quantum chemistry calculation of a gas-phase ion, C4H6IN2 (charge +1), from the OMol25 dataset.

Geometry (Å):
1 H 0.50 0.13 1.97
2 I -3.09 1.12 2.59
3 H -0.19 2.92 0.32
4 C -0.03 -0.34 -0.13
5 C 0.00 0.60 1.17
6 N 0.53 -1.50 -0.09
7 C -0.30 2.06 1.00
8 H -0.64 -0.22 -2.12
9 H -1.50 0.77 -1.22
10 C -1.21 1.35 1.63
11 H 0.73 -2.13 -0.86
12 N -0.66 0.15 -1.22
13 H 0.87 -1.79 0.90

Calculated values
- SMILES = NC(=[NH2+])[C@H]1C=C1I
- total charge = +1
- energy above the lowest of the compared OMol25 structures with the same formula, charge and spin (kJ/mol) = 229.10
- F_max (eV/Å) = 3.7



Record 13
The following is a quantum chemistry calculation of a gas-phase ion, C4H6IN2 (charge +1), from the OMol25 dataset.

Geometry (Å):
1 C 0.23 -0.55 -0.57
2 C -1.66 0.16 0.70
3 H 2.11 -3.29 0.67
4 H 0.73 1.15 0.49
5 C 1.52 -2.47 0.39
6 C 0.85 0.82 -0.47
7 I 3.02 0.71 -0.90
8 H -1.27 1.14 0.80
9 H -2.44 -0.12 1.42
10 N -1.01 -0.77 0.24
11 N 1.11 -1.57 -0.22
12 H 0.51 1.49 -1.26
13 H 0.24 -0.86 -1.61

Calculated values
- expectation value of S² = 2.01
- total charge = +1
- energy above the lowest of the compared OMol25 structures with the same formula, charge and spin (kJ/mol) = 255.58
- multiplicity = 3
- F_max (eV/Å) = 4.3



Record 14
The following is a quantum chemistry calculation of 2 unconnected molecules or ions with the total composition C4H6IN3OS, from the OMol25 dataset.

Geometry (Å):
1 C -1.63 -0.48 -2.01
2 C -1.17 0.16 -0.83
3 C -0.78 -0.80 0.33
4 S 1.81 -0.28 1.19
5 N 3.08 0.09 0.37
6 H 0.71 0.46 -1.93
7 C 0.26 0.60 -0.97
8 H 3.93 0.24 0.93
9 I -2.66 2.86 3.20
10 N 0.61 -0.39 0.03
11 O 1.76 -1.55 1.86
12 H -1.06 -1.85 0.30
13 H -1.95 0.85 -0.48
14 H 0.64 1.68 -0.56
15 H -1.28 -0.55 1.33
16 N -2.26 -1.02 -2.79

Calculated values
- expectation value of S² = 2.01
- total charge = 0
- multiplicity = 3
- F_max (eV/Å) = 4.4



Record 15
The following is a quantum chemistry calculation of C4H6INO in the gas phase, from the OMol25 dataset.

Geometry (Å):
1 H -0.56 1.91 -1.15
2 N -0.46 -1.42 -0.13
3 H 0.52 1.35 1.69
4 O -0.48 -0.72 1.17
5 C -0.40 1.27 -0.29
6 I -3.36 -0.06 -0.15
7 H 0.83 -2.18 -1.43
8 H 0.68 2.87 0.66
9 H 1.52 -0.72 -0.64
10 C 0.91 -1.64 -0.58
11 C -0.86 -0.09 0.06
12 H 1.39 -2.36 0.05
13 C 0.29 1.79 0.74

Calculated values
- SMILES = C=C[C@]1(I)ON1C
- total charge = 0
- energy above the lowest of the compared OMol25 structures with the same formula, charge and spin (kJ/mol) = 458.00
- F_max (eV/Å) = 3.5



Record 16
The following is a quantum chemistry calculation of 2 unconnected molecules or ions with the total composition C4H6INO, from the OMol25 dataset.

Geometry (Å):
1 C 0.46 -0.96 1.87
2 C -0.66 -1.48 1.49
3 I -0.65 -3.26 0.27
4 H 0.09 3.48 0.41
5 C 0.13 1.88 -0.64
6 C 0.16 -0.05 -2.15
7 H -1.66 -1.39 1.90
8 H 1.08 -0.35 -2.57
9 H 1.26 -1.02 1.26
10 H -0.56 -0.77 -2.47
11 O -0.13 1.04 -1.53
12 H 0.33 -0.23 2.69
13 N 0.14 3.11 -0.54

Calculated values
- total charge = 0
- energy above the lowest of the compared OMol25 structures with the same formula, charge and spin (kJ/mol) = 663.80
- F_max (eV/Å) = 4.2



Record 17
The following is a quantum chemistry calculation of C4H6INO2S in the gas phase, from the OMol25 dataset.

Geometry (Å):
1 O -2.18 1.33 -0.53
2 H -0.49 2.29 2.07
3 I 2.63 0.09 -0.35
4 H 0.60 -0.85 -2.08
5 C 0.58 -0.74 0.64
6 O 0.10 2.05 -1.18
7 C 0.41 0.21 1.77
8 C -0.33 1.32 1.51
9 H 0.98 -1.72 1.10
10 H -0.28 -2.46 -1.48
11 C -0.35 -1.26 -1.54
12 H -1.15 -1.03 -2.11
13 S -0.76 1.24 -0.35
14 N -0.41 -0.65 -0.28
15 H 0.64 0.18 2.81

Calculated values
- SMILES = CN1[C@@H](I)C=CS1(=O)=O
- total charge = 0
- energy above the lowest of the compared OMol25 structures with the same formula, charge and spin (kJ/mol) = 106.55
- F_max (eV/Å) = 5.5



Record 18
The following is a quantum chemistry calculation of a molecular structure, C4H6LiO, from the OMol25 dataset.

Geometry (Å):
1 H -0.79 -0.13 -2.08
2 H -1.08 0.16 1.23
3 C -1.06 0.63 0.24
4 H -1.85 1.36 0.01
5 C -0.72 -0.52 -1.06
6 H 0.53 -1.63 1.34
7 H 1.40 -2.91 0.30
8 O 0.13 0.82 -0.36
9 H -0.78 -2.01 -1.66
10 C 0.03 -1.68 -0.72
11 C 0.65 -2.12 0.36
12 Li 1.87 0.25 -0.14

Calculated values
- total charge = +1
- energy above the lowest of the compared OMol25 structures with the same formula, charge and spin (kJ/mol) = 362.63
- F_max (eV/Å) = 6.2



Here are the calculated energy numbers, same order: -385.8234; -611.5038; -783.9762; -708.7036; -729.2630; -596.9774; -597.0245; -1569.4890; -1079.0087; -826.5156; -508.2980; -562.8829; -562.6938; -1091.2259; -583.5451; -583.4667; -1057.0175; -238.3810 (hartree).